1.
ORCA calculation (the ωB97M-V functional and the def2-TZVPD basis) on a structure of composition C26H33Br2CuNO6P2 at a distorted geometry.

Computed properties:
LUMO: -5.5 eV
Frontier orbital gap: 0.1984 Eh
E_HOMO: -10.886 eV
Net charge: +1

Each line ends with the Mulliken charge.
Geometry (Å):
Br 1.103 2.978 -4.633  -0.12
Br 0.385 -1.178 -7.371  -0.05
Cu 6.340 0.653 -3.655  0.50
P 5.645 0.460 -0.291  0.52
P 3.328 0.625 2.668  0.76
O 1.863 1.155 3.522  -0.55
O 5.435 -0.523 -7.340  -0.44
O 0.105 -2.224 -3.683  -0.52
O 4.030 -0.632 3.647  -0.52
O 4.246 1.937 2.585  -0.63
O 5.312 -0.917 -3.291  -0.73
N 3.766 0.822 -5.684  -0.39
C -4.937 1.988 4.377  -0.40
C 1.135 -0.398 0.831  -0.49
C 6.003 2.255 -0.831  -0.72
C -4.751 -2.995 2.430  -0.58
C -5.072 -0.386 3.203  -0.22
C 0.596 1.644 -6.038  0.36
C 6.499 -0.019 1.345  -0.96
C 1.719 -0.382 -4.658  0.17
C -2.371 -1.818 1.709  0.00
C -5.560 -1.940 3.407  -0.69
C 3.791 0.017 -0.333  -0.09
C -3.112 -2.961 2.621  -0.69
C 4.607 0.024 -6.438  0.68
C 0.905 0.159 -5.977  -0.36
C 2.744 0.049 0.935  0.47
C -0.213 2.240 -7.374  -0.94
C 1.544 -0.861 -1.903  0.15
C -1.424 -2.417 0.497  -0.70
C -5.937 0.709 4.066  -0.43
C 3.161 -0.448 -1.792  -0.15
C 0.509 -0.864 -0.632  0.02
C -5.434 3.382 3.600  -0.96
C -1.081 -1.261 -0.660  -0.31
C 4.048 -0.495 -3.209  0.72
C 0.998 -1.264 -3.432  -0.01
C 3.188 -0.011 -4.559  0.25
H -0.385 -2.765 0.966  0.35
H -3.832 1.812 4.032  0.20
H 6.839 2.713 -0.152  0.36
H -6.358 0.288 5.074  0.32
H -6.824 1.095 3.387  0.31
H -5.089 -0.144 2.049  0.17
H 5.041 2.915 -0.944  0.30
H -1.376 2.302 -7.161  0.26
H 3.403 -0.827 4.412  0.34
H -5.461 -2.253 4.540  0.29
H -6.541 3.552 3.950  0.27
H 6.475 2.186 -1.925  -0.01
H -4.983 -2.836 1.291  0.28
H -5.387 3.254 2.424  0.23
H -1.664 -1.196 2.440  -0.02
H 0.434 -0.370 1.793  0.41
H -1.904 -3.396 0.018  0.35
H 5.932 -0.908 1.882  0.23
H -5.110 -4.101 2.689  0.30
H 6.604 0.926 2.067  0.32
H 1.432 1.873 2.938  0.35
H -3.939 -0.312 3.537  0.05
H -2.701 -4.039 2.340  0.34
H -2.866 -2.788 3.760  0.32
H -6.712 -2.044 3.117  0.27
H 0.030 1.594 -8.321  0.34
H -3.143 -1.065 1.218  0.15
H -1.476 -1.671 -1.682  0.30
H 0.226 3.326 -7.602  0.32
H -1.725 -0.293 -0.417  0.36
H 7.608 -0.385 1.157  0.40
H -4.888 2.154 5.557  0.28
H -4.772 4.299 3.907  0.31



2.
ORCA calculation (the ωB97M-V functional and the def2-TZVPD basis) on a structure of composition C26H33ClN3O5PbS at a distorted geometry.

Computed properties:
LUMO: 2.8 eV
Frontier orbital gap: 0.2726 Eh
E_HOMO: -4.656 eV
Net charge: -1

Each line ends with the Mulliken charge.
Geometry (Å):
Pb 12.108 -12.081 1.201  1.46
Cl 13.039 -11.099 -1.658  1.77
S 9.379 -11.285 1.536  -0.47
O 13.451 -10.021 -2.476  -0.72
O 11.768 -9.693 2.163  -0.73
O 11.755 -10.792 -0.928  -0.65
O 13.997 -11.291 -0.589  -0.75
O 12.891 -12.257 -2.452  -0.61
N 13.927 -13.201 2.691  0.70
N 10.935 -9.055 1.311  0.38
N 12.375 -14.609 0.445  -0.17
C 10.239 -14.502 -1.464  -1.41
C 14.274 -14.382 2.207  -0.57
C 16.409 -11.891 5.102  -0.73
C 10.409 -17.115 -1.036  -1.64
C 14.450 -12.676 3.841  -0.64
C 11.273 -11.481 5.361  -1.71
C 14.213 -11.718 6.094  -0.22
C 9.186 -7.701 -0.307  -0.32
C 12.170 -12.674 4.990  1.49
C 9.741 -9.684 1.071  0.47
C 16.546 -12.450 1.272  -1.57
C 12.263 -15.580 -0.572  -0.15
C 11.085 -15.778 -1.518  2.52
C 13.336 -16.502 -0.584  -1.16
C 11.652 -15.976 -2.952  -1.63
C 15.576 -11.580 6.192  -1.03
C 15.894 -12.293 3.886  0.83
C 11.907 -13.828 5.965  -1.56
C 17.948 -13.475 3.186  -1.27
C 10.409 -7.127 0.018  -0.60
C 8.983 -9.040 0.055  -0.72
C 13.672 -12.354 4.929  0.09
C 14.140 -16.113 0.482  -1.17
C 11.295 -7.826 0.816  -0.29
C 13.556 -14.960 1.110  0.37
C 16.944 -12.385 2.780  0.36
H 12.420 -14.818 5.778  0.29
H 10.851 -14.052 6.020  0.45
H 18.678 -13.074 3.975  0.37
H 9.686 -14.312 -0.546  0.20
H 11.071 -11.421 6.475  0.41
H 13.525 -17.275 -1.313  0.41
H 18.567 -13.640 2.257  0.39
H 10.200 -11.585 4.996  0.33
H 8.218 -9.632 -0.456  0.32
H 10.162 -16.855 0.015  0.35
H 10.896 -13.610 -1.670  0.22
H 16.061 -11.227 7.136  0.28
H 13.536 -11.390 6.878  0.39
H 9.431 -14.482 -2.249  0.37
H 15.103 -14.899 2.632  0.48
H 10.830 -15.880 -3.690  0.41
H 9.540 -17.370 -1.619  0.44
H 12.256 -7.499 1.064  0.49
H 11.601 -10.507 5.025  0.38
H 17.479 -11.449 2.954  0.53
H 10.744 -6.138 -0.239  0.39
H 11.906 -12.967 3.960  -0.26
H 17.488 -14.405 3.440  0.28
H 15.133 -16.546 0.743  0.29
H 12.224 -13.545 7.017  0.33
H 16.170 -13.457 1.080  0.36
H 12.468 -15.241 -3.087  0.34
H 12.195 -16.919 -3.123  0.31
H 8.470 -7.085 -0.851  0.36
H 15.663 -11.797 1.063  0.18
H 11.125 -17.948 -1.038  0.35
H 17.375 -12.241 0.559  0.44
H 17.527 -11.797 5.184  0.18



3.
ORCA calculation (the ωB97M-V functional and the def2-TZVPD basis) on a structure of composition C26H33N11S3SiW at a distorted geometry.

Computed properties:
LUMO (alpha / beta): -1.8 / -1.8 eV
Frontier orbital gap (alpha / beta): 0.1890 / 0.1889 Eh
Relative energy (zero: lowest compared OMol25 entry of this formula, charge and spin): 4.1030 eV
E_HOMO (alpha / beta): -6.944 / -6.945 eV

Each line ends with the Mulliken charge.
Geometry (Å):
W 0.089 0.060 0.540  -1.03
S 2.296 0.845 1.476  0.05
S -0.407 2.568 1.963  -0.26
S -1.560 -1.894 0.397  -0.43
Si 1.570 -2.449 0.106  2.35
N -3.787 0.998 1.686  -0.80
N -1.698 -0.975 4.926  -0.59
N -0.447 -0.276 2.480  1.15
N -0.215 -1.683 -1.913  0.84
N 0.124 2.190 -0.951  0.20
N -0.814 -3.857 -1.272  -0.52
N -0.107 -0.306 -1.547  -0.98
N 1.160 5.776 2.610  -0.57
N 4.625 3.589 1.895  -0.59
N -1.928 0.797 0.453  0.50
N -3.952 1.550 0.476  0.05
C 1.132 4.331 -1.254  -0.97
C 3.338 -2.390 -2.486  -1.88
C 2.023 -2.875 -1.859  2.34
C -0.353 -2.607 -0.735  -1.04
C -1.802 -0.069 2.722  0.77
C -2.836 1.430 -0.256  -0.60
C 2.020 -4.401 -2.042  -1.71
C 1.160 3.281 2.074  0.87
C 0.233 -0.796 3.533  -0.07
C -2.378 -0.443 3.939  -0.71
C 4.128 -3.659 0.692  -2.01
C 3.571 3.131 1.906  -0.26
C 3.494 -2.287 0.918  2.13
C 2.297 2.553 1.863  -0.04
C -0.377 -1.130 4.714  -0.68
C 2.326 3.736 -1.651  -0.61
C 1.028 -3.957 1.223  -1.95
C 1.268 1.611 -1.377  -0.51
C -2.541 0.552 1.669  0.38
C 3.481 -2.074 2.431  -1.85
C 1.195 4.653 2.370  -0.10
C 0.887 -2.273 -2.724  -2.04
C 2.398 2.360 -1.724  -0.84
C 0.068 3.517 -0.908  -0.09
C 1.200 0.159 -1.308  1.40
C 4.375 -1.204 0.281  -1.68
H -1.797 -3.798 -1.537  0.29
H -0.758 -4.558 -0.542  0.32
H 3.288 -1.038 2.691  0.25
H 1.042 5.403 -1.192  0.43
H -1.082 -1.740 -2.464  0.54
H 1.242 -1.491 -3.402  0.34
H 2.809 -4.861 -1.456  0.32
H 4.961 -0.698 1.046  0.44
H 3.184 4.338 -1.906  0.46
H 3.309 1.858 -2.010  0.43
H -4.828 1.991 0.242  0.19
H 1.624 -4.088 2.116  0.53
H 3.535 -4.448 1.139  0.34
H 3.372 -2.694 -3.535  0.50
H -0.863 3.948 -0.561  0.41
H 0.431 -3.066 -3.316  0.38
H 1.298 -0.929 3.393  0.15
H 4.258 -3.883 -0.358  0.38
H 2.758 -2.710 2.932  0.15
H 1.072 -4.826 -1.741  0.32
H 2.037 -0.347 -1.774  -0.06
H 5.068 -1.628 -0.438  0.45
H 4.464 -2.323 2.832  0.62
H 1.082 -4.892 0.676  0.41
H 2.187 -4.655 -3.089  0.52
H 0.186 -1.554 5.532  0.44
H 4.196 -2.834 -2.000  0.45
H 5.114 -3.675 1.159  0.55
H -0.003 -3.832 1.548  0.42
H 3.470 -1.311 -2.459  0.21
H -2.714 1.785 -1.260  0.59
H 3.795 -0.435 -0.218  0.10
H -3.438 -0.289 4.083  0.51



4.
ORCA calculation (the ωB97M-V functional and the def2-TZVPD basis) on the ion C26H33N2O2 with charge +1.

Computed properties:
LUMO: -1.9 eV
SMILES: C=CCN(CC=C)C(=O)[C@H]1CC[N@H+](Cc2ccc(OCc3ccccc3)cc2)CC1
Frontier orbital gap: 0.3365 Eh
Relative energy (zero: lowest compared OMol25 entry of this formula, charge and spin): 2.5579 eV
E_HOMO: -11.076 eV
Net charge: +1

Each line ends with the Mulliken charge.
Geometry (Å):
O 5.303 1.649 0.857  -0.44
O -3.128 0.045 -1.499  -0.88
N -0.774 0.743 -0.821  0.34
N -5.023 0.030 -0.307  0.05
C -0.926 2.154 -0.429  -0.64
C 6.089 0.679 1.528  -0.84
C -1.927 0.346 1.332  -1.14
C 7.484 -1.079 -1.524  -0.68
C 3.612 -0.005 0.280  -0.16
C 7.410 -2.647 0.286  -0.57
C 6.649 -0.391 0.622  0.45
C -5.468 -0.424 2.101  0.20
C 4.153 1.280 0.268  0.72
C -0.823 -0.120 0.375  -0.71
C -2.382 2.406 -0.020  -1.34
C -6.249 -2.002 -0.937  0.09
C -5.721 -0.673 -1.385  -0.75
C -3.023 1.156 0.622  0.46
C -4.699 -1.495 2.151  -1.07
C 6.960 -0.100 -0.699  -0.14
C 2.410 -0.254 -0.355  -0.79
C 2.269 2.032 -1.038  -0.37
C 0.403 0.466 -1.689  -1.50
C 6.877 -1.671 1.110  -0.35
C 7.711 -2.353 -1.033  -0.41
C 3.463 2.294 -0.407  -0.88
C 1.715 0.753 -1.014  0.60
C -7.533 -2.303 -0.894  -0.86
C -5.829 0.343 0.858  -1.08
C -3.744 0.349 -0.459  0.00
H -1.695 0.478 -1.347  0.25
H -5.005 -0.810 -2.200  0.27
H 6.790 0.897 -1.079  0.43
H 6.642 -1.902 2.140  0.38
H -0.235 2.370 0.389  0.40
H -0.664 2.791 -1.274  0.40
H -4.513 -2.008 3.078  0.36
H 2.020 -1.262 -0.352  0.47
H -2.411 3.235 0.686  0.36
H -6.864 0.096 0.606  0.49
H 8.125 -3.115 -1.675  0.40
H -8.295 -1.599 -1.189  0.26
H 1.773 2.828 -1.573  0.42
H 0.350 -0.586 -1.977  0.49
H -1.503 0.989 2.105  0.47
H -6.540 -0.037 -1.735  0.44
H -2.964 2.701 -0.895  0.40
H -7.878 -3.273 -0.583  0.29
H -5.935 -0.040 2.996  0.42
H -5.802 1.420 1.062  0.53
H -4.242 -1.918 1.272  0.23
H 5.516 0.227 2.349  0.40
H 6.909 1.259 1.964  0.33
H -3.737 1.470 1.381  1.12
H 0.294 1.078 -2.587  0.58
H 3.897 3.280 -0.427  0.46
H 7.589 -3.638 0.675  0.38
H -5.503 -2.729 -0.650  0.28
H -1.010 -1.142 0.037  0.36
H -2.368 -0.514 1.834  0.33
H 0.147 -0.091 0.877  0.49
H 7.722 -0.844 -2.551  0.39
H 4.129 -0.819 0.762  0.38



5.
ORCA calculation (the ωB97M-V functional and the def2-TZVPD basis) on an isolated molecule of C26H33N3O7 at a distorted geometry.

Computed properties:
LUMO: 0.7 eV
SMILES: CCOCCCNC(=O)[C@H](c1ccc(OC)cc1)N(Cc1ccc2c(c1)OCO2)C(=O)CNC(C)=O
Frontier orbital gap: 0.3070 Eh
Relative energy (zero: lowest compared OMol25 entry of this formula, charge and spin): 1.0207 eV
E_HOMO: -7.667 eV

Each line ends with the Mulliken charge.
Geometry (Å):
O -0.453 -1.531 -3.244  -0.62
O -0.475 -2.924 -0.120  -0.68
O -4.584 3.488 4.193  -0.48
O -3.875 -0.723 0.229  -0.67
O -2.887 4.042 2.734  -0.52
O 3.399 -0.797 -2.406  -0.48
O 2.945 3.396 2.206  -0.47
N 1.515 -2.019 -0.698  0.10
N -1.644 -0.509 0.331  0.94
N -2.458 -1.991 -2.323  0.02
C -2.986 2.675 2.820  0.92
C 1.471 0.116 1.425  0.03
C 2.160 -3.244 -1.112  -0.86
C -1.746 -0.707 1.773  -1.26
C -3.896 4.554 3.577  -0.28
C 2.208 2.392 1.667  0.48
C -2.545 0.380 2.445  0.79
C 1.330 2.760 0.645  -0.92
C -2.237 1.719 2.185  -1.08
C 0.227 -1.955 -0.338  -0.80
C 0.596 0.475 0.411  -0.35
C 2.574 1.359 -2.994  -1.14
C -4.320 1.030 3.973  -1.11
C 3.742 -2.122 -2.743  -0.79
C 0.539 1.815 0.031  -0.55
C -2.808 -0.615 -0.346  0.80
C -1.304 -2.342 -2.920  0.83
C -2.779 -0.652 -1.880  -1.02
C 2.604 -3.135 -2.571  -0.28
C -4.013 2.340 3.703  0.96
C 3.846 3.092 3.243  -0.86
C 2.621 -0.112 -3.379  0.19
C 2.272 1.057 2.050  -1.04
C -1.179 -3.828 -3.162  -1.51
C -3.567 0.056 3.323  -0.73
C -0.320 -0.516 -0.268  -0.35
H 2.953 -4.108 -2.921  0.42
H 3.028 -3.432 -0.469  0.40
H 1.287 3.798 0.354  0.54
H 3.577 1.777 -2.987  0.40
H 2.018 -1.178 -0.953  0.29
H 1.750 -2.830 -3.177  0.05
H -2.101 -4.231 -3.571  0.49
H 1.965 1.905 -3.708  0.40
H 2.149 1.474 -2.000  0.06
H -3.798 -0.982 3.501  0.41
H 2.940 0.734 2.832  0.47
H -3.440 5.194 4.350  0.24
H -2.067 0.040 -2.332  0.34
H -0.137 2.117 -0.756  0.53
H -3.058 -2.719 -1.967  0.25
H -2.224 -1.674 1.958  0.47
H 1.440 -4.054 -0.980  0.46
H 3.091 -0.230 -4.367  0.56
H -0.412 -0.212 -1.317  1.13
H -1.444 1.994 1.510  0.50
H 1.607 -0.525 -3.427  0.02
H 3.330 2.680 4.116  0.33
H -0.976 -4.309 -2.206  0.26
H -3.789 -0.398 -2.218  0.39
H 4.312 4.037 3.515  0.25
H 4.618 2.390 2.911  0.33
H -5.116 0.772 4.650  0.42
H -0.736 -0.728 2.182  0.47
H 4.568 -2.379 -2.071  0.34
H -0.358 -4.026 -3.844  0.38
H -4.603 5.155 2.982  0.25
H 4.111 -2.159 -3.779  0.45
H 1.546 -0.917 1.733  0.49



6.
ORCA calculation (the ωB97M-V functional and the def2-TZVPD basis) on a cluster of 6 separate species, C26H34BF15INO15 in total at a distorted geometry.

Computed properties:
LUMO: 0.1 eV
SMILES: O=C(I)C[C@@H]1C[C@H](OB(O)O)NC1=O.CCOC(=O)C(F)(F)F.CCOC(=O)C(F)(F)F.CCOC(=O)C(F)(F)F.CCOC(=O)C(F)(F)F.CCOC(=O)C(F)(F)F
Frontier orbital gap: 0.3717 Eh
E_HOMO: -10.000 eV

Each line ends with the Mulliken charge.
Geometry (Å):
I -7.473 -7.442 -2.904  -0.09
F -0.391 -1.240 0.877  -0.27
F -1.100 0.791 1.120  -0.22
F 12.534 3.210 4.824  -0.25
F 12.781 4.556 3.149  -0.24
F 0.718 0.691 -4.545  -0.23
F -0.669 6.928 -3.227  -0.24
F 1.147 7.614 -2.268  -0.26
F 4.636 1.850 2.421  -0.26
F 12.359 5.352 5.118  -0.25
F 6.607 1.069 1.970  -0.26
F 0.745 -0.605 -6.280  -0.24
F -2.022 -0.504 -0.346  -0.27
F 1.085 5.661 -3.208  -0.22
F 2.575 0.328 -5.603  -0.25
F 4.843 -0.109 1.529  -0.24
O 10.112 4.609 2.927  -0.51
O -7.177 -3.130 -3.683  -0.47
O -3.010 -2.091 1.582  -0.31
O 5.573 3.034 0.210  -0.28
O -7.314 -8.354 -0.098  -0.39
O -9.530 -3.403 -3.535  -0.54
O -1.221 6.024 -0.759  -0.52
O 2.548 -1.107 -3.338  -0.23
O 5.041 1.108 -0.850  -0.54
O -8.213 -2.852 -1.586  -0.52
O -7.013 -5.765 1.027  -0.62
O 9.942 3.863 5.054  -0.30
O 0.933 5.369 -0.552  -0.23
O 1.147 -2.504 -4.431  -0.52
O -2.675 -0.333 2.965  -0.53
N -8.007 -3.771 0.514  -0.14
C 4.200 4.043 -1.550  -0.88
C 5.288 1.749 0.128  0.32
C 0.674 4.752 0.732  -0.45
C -8.977 -3.356 -0.507  0.16
C 8.503 3.759 4.937  -0.35
C -2.479 -0.941 1.954  0.33
C -5.312 -1.994 2.408  -1.01
C 5.338 1.122 1.542  0.96
C -0.097 5.937 -1.155  0.27
C 10.582 4.284 3.977  0.33
C 8.090 2.527 4.166  -0.92
C -1.481 -0.460 0.874  0.93
C -7.964 -5.164 0.612  0.11
C 3.867 -3.136 -2.949  -1.18
C -8.029 -7.764 -0.811  0.11
C -0.010 3.414 0.577  -0.97
C 0.371 6.545 -2.500  0.93
C -9.873 -4.592 -0.732  -1.00
C -9.286 -5.723 0.128  0.69
C -3.969 -2.679 2.496  -0.26
C 1.691 -1.450 -4.282  0.27
C -9.364 -7.139 -0.477  -0.76
C 1.429 -0.235 -5.205  0.90
C 12.101 4.347 4.269  0.92
C 2.889 -2.134 -2.377  -0.12
C 5.595 3.774 -1.038  -0.36
B -8.314 -3.178 -2.925  0.64
H -7.081 -3.486 0.207  0.17
H -5.682 -2.018 1.383  0.18
H 1.973 -2.611 -2.029  0.31
H -10.127 -4.852 -1.753  0.41
H 3.333 -1.589 -1.547  0.27
H -6.391 -3.429 -3.218  0.29
H 8.152 3.717 5.966  0.32
H -9.873 -5.752 1.052  0.33
H 4.762 -2.628 -3.308  0.30
H 4.246 4.666 -2.443  0.40
H -0.998 3.527 0.133  0.35
H -5.252 -0.953 2.721  0.37
H 8.119 4.671 4.481  0.33
H -3.560 -2.650 3.505  0.32
H -6.029 -2.509 3.047  0.38
H 8.503 1.632 4.631  0.30
H 0.101 5.443 1.350  0.34
H 3.689 3.116 -1.806  0.30
H -9.605 -2.550 -0.130  0.25
H 0.582 2.758 -0.062  0.30
H -4.038 -3.718 2.182  0.34
H 3.427 -3.687 -3.779  0.34
H 3.606 4.559 -0.795  0.16
H -9.877 -7.833 0.188  0.33
H 8.440 2.573 3.137  0.33
H 4.154 -3.847 -2.174  0.39
H 6.196 3.229 -1.765  0.33
H -9.950 -7.064 -1.389  0.43
H -10.844 -4.341 -0.297  0.27
H -0.121 2.948 1.556  0.40
H 1.661 4.634 1.176  0.32
H 6.115 4.696 -0.788  0.34
H -9.606 -4.262 -3.956  0.32
H 7.004 2.448 4.158  0.29